DFT (ωB97M-V with the def2-TZVPD basis set) results for 11 unconnected molecules or ions with the total composition C35H47BFN2O33.

Atoms and positions in Å:
1 H -7.12532 -1.53506 5.64378
2 H -0.25474 1.68091 -0.30478
3 C 8.76601 -4.53523 0.47477
4 O -6.79801 0.51154 5.78568
5 H 5.34896 -1.46980 1.48841
6 H 0.67212 -4.47935 0.75867
7 O -6.21834 6.64682 3.51373
8 C -4.01874 0.18645 2.74492
9 H -5.49982 3.42306 5.48428
10 H -1.35894 4.64630 -3.80608
11 H 4.57234 5.61096 -5.50089
12 H 5.34685 -0.58191 -3.26988
13 O 5.20375 1.26039 -2.37077
14 O -5.45138 4.59351 2.93819
15 O 4.69025 -0.02611 -0.59988
16 H 2.79722 6.22760 -6.98827
17 O -0.95099 -1.41770 -0.76094
18 H 4.01011 5.72927 -8.18898
19 H -0.15263 0.99158 -1.94049
20 C 3.42874 5.40099 -7.32631
21 C 5.68714 -4.53231 2.80057
22 O -3.37454 0.91195 3.45093
23 C -2.71058 2.58721 -7.82221
24 O 0.83371 -0.08065 -0.49032
25 C 2.55326 3.48239 -6.57872
26 H -0.23964 2.61933 -5.79753
27 O 2.59856 4.29738 -7.66513
28 O -2.61627 3.90294 -9.68959
29 C 2.45362 -3.17024 2.31035
30 O -3.37686 -2.22844 5.82546
31 C -2.09249 -2.66408 5.40947
32 H 0.58902 3.40356 -4.43760
33 C 5.36038 1.08027 -1.03223
34 N 1.96385 -1.82403 2.56040
35 C 9.33410 -5.02200 -1.63594
36 H 1.24571 -6.23379 3.35964
37 H -2.93452 1.85693 -9.84779
38 C -6.74032 1.30520 6.89030
39 C 9.76784 -3.53583 -0.01820
40 O -2.81368 1.10805 -3.36104
41 C -0.25244 0.75293 -0.87876
42 H -7.96724 -1.01711 7.82561
43 O 8.33768 -5.17714 -0.71809
44 O 6.00248 1.79928 -0.32190
45 H -6.30453 -1.46862 8.26404
46 H 9.21232 -5.28226 1.13798
47 C -1.44782 -0.09370 -0.59687
48 H -1.81185 0.02237 0.42846
49 O -6.66922 0.56354 8.02853
50 H 4.02997 -5.35829 1.43103
51 C -4.54059 3.69913 3.56182
52 H 10.56470 -3.35274 0.70417
53 C -2.12770 1.96803 -3.85175
54 O -4.68344 -0.91791 3.18208
55 H 1.01619 -1.59394 2.90999
56 C -4.80290 -0.81056 0.90399
57 H -1.48132 -4.72236 5.12790
58 O -3.44240 -4.47385 5.76165
59 H 9.30824 -2.58056 -0.28974
60 O -6.75143 2.50469 6.86353
61 H -5.49728 -0.56634 0.09880
62 H -3.76573 2.35248 -7.65481
63 H 3.05999 0.16215 2.28599
64 H 5.22527 -4.26721 0.56656
65 C -4.70457 4.01053 5.01752
66 O -2.60888 3.12033 -4.38634
67 O 9.37110 -5.58187 -2.69289
68 C 4.57669 0.09085 -2.88122
69 H -1.64448 4.53983 -5.55675
70 C 4.64603 -4.40364 1.55469
71 C -2.34218 2.57191 -9.27482
72 C 3.87726 -0.46977 -1.67990
73 H 7.92498 -4.06535 0.98581
74 O -2.47510 3.93754 -7.44584
75 C -5.49730 -1.36870 2.10778
76 H -1.28030 2.36331 -9.43550
77 H -1.40817 -2.61108 6.26142
78 C -2.55633 4.68895 -8.58083
79 C -4.09359 -3.34120 6.14323
80 H -1.70919 -2.03106 4.60669
81 O 1.80954 2.54598 -6.46406
82 C -2.34191 -4.07226 4.96027
83 H 3.81949 -1.55943 -1.70150
84 N 3.81213 -3.19652 1.86198
85 O 0.35206 -4.60652 1.69362
86 H -3.53040 3.91216 3.19828
87 H -5.47345 -1.03305 6.06246
88 O -5.16029 -3.32508 6.68783
89 H -3.78078 3.86744 5.58094
90 C -6.90964 -0.78919 7.66285
91 H 2.87021 -0.06383 -1.55406
92 O 6.81700 -4.02771 2.69434
93 B 1.49270 -4.46721 2.58400
94 O 1.76644 -5.43575 3.60870
95 O 10.28065 -4.14885 -1.19303
96 C -1.49015 3.95991 -4.64821
97 O -2.57320 5.88567 -8.59728
98 H 5.19538 4.36974 -6.61096
99 C 3.09400 -0.97174 2.22570
100 H -6.50608 -0.96530 2.23379
101 O -5.08700 5.38008 5.01270
102 H -5.55147 -2.45840 2.09096
103 C 4.28973 4.85091 -6.23069
104 H -2.63146 -4.13074 3.90654
105 C -0.35978 2.98746 -4.77741
106 O -4.17859 0.36228 1.40408
107 O 3.45839 3.86191 -5.63683
108 H -4.78974 2.66580 3.32767
109 H -4.03123 -1.48316 0.51661
110 O 1.10222 -2.33209 -0.45922
111 C -6.53280 -0.81835 6.21446
112 H -2.09781 1.90566 -7.22962
113 F 5.18088 -5.18931 3.95084
114 C 0.39163 -1.36536 -0.56068
115 C -5.64028 5.63588 3.79600
116 H 3.88524 0.34121 -3.68732
117 H -2.26818 0.10220 -1.28892
118 O -0.76810 1.90844 -3.94371
119 C 4.30198 -1.82358 1.78962

Atomic forces in eV per Å
H 0.03 0.20 -0.04
H 0.18 -0.16 0.02
C -0.32 -0.02 0.72
O -0.09 0.56 0.46
H -1.96 -0.83 0.44
H -0.81 0.43 1.02
O 0.51 -0.87 0.18
C 0.38 0.49 0.66
H 0.15 0.16 -0.12
H -0.05 -0.11 0.03
H -0.10 -0.22 0.06
H -0.03 0.06 0.03
O -0.01 -0.10 0.79
O -0.13 0.45 0.33
O 0.35 0.33 -0.05
H 0.02 -0.08 -0.02
O 1.31 -0.31 0.17
H -0.20 -0.16 -0.01
H 0.01 -0.08 0.11
C 0.13 0.85 -0.43
C 2.62 1.20 -0.73
O -0.26 -0.80 -0.61
C -0.25 -0.71 0.52
O 0.03 -1.16 0.30
C -0.34 -0.55 -0.18
H -0.04 0.03 0.22
O -0.11 -0.62 0.61
O -0.03 0.33 0.61
C 0.63 1.32 0.44
O -0.26 -0.48 0.10
C 0.65 0.50 -0.03
H -0.10 -0.26 0.05
C 0.79 1.03 0.35
N 5.64 -2.62 -2.11
C 0.29 -0.59 -1.29
H 0.27 0.56 0.52
H 0.02 0.23 -0.05
C -0.09 0.89 0.15
C 0.39 0.64 0.35
O 0.74 0.67 -0.29
C -0.20 1.22 -0.47
H 0.06 0.06 -0.02
O 0.22 0.13 -0.36
O -0.60 -0.73 -0.48
H -0.03 0.22 -0.01
H 0.00 0.05 -0.04
C -1.17 0.44 0.17
H 0.07 -0.02 -0.03
O 0.03 0.51 -0.64
H 0.58 1.54 0.46
C 0.32 -0.53 -0.39
H 0.03 -0.04 -0.23
C -0.72 -0.32 0.16
O 0.54 0.55 -0.16
H 1.10 -0.14 -0.48
C -0.22 -0.30 -0.97
H -0.21 -0.07 0.09
O -0.23 0.51 0.18
H 0.02 -0.05 0.00
O -0.05 -1.05 0.08
H 0.18 0.15 0.08
H 0.07 0.04 -0.01
H -0.02 -1.88 -0.07
H -0.78 0.08 1.84
C 0.14 -0.64 0.73
O 0.20 -1.00 0.33
O -0.12 0.52 0.99
C -0.04 -0.26 -0.87
H -0.16 -0.16 0.22
C 0.38 -0.85 0.66
C 0.21 -0.66 -0.55
C -0.75 -0.56 -0.13
H 0.24 -0.20 -0.34
O 0.01 0.20 -0.59
C -0.78 -0.59 -0.01
H -0.05 0.03 0.03
H -0.06 -0.02 -0.03
C -0.07 1.33 -0.36
C -0.97 -0.12 0.54
H -0.23 0.11 0.10
O 0.86 0.65 -0.22
C 0.42 -0.53 -0.48
H 0.04 0.11 0.18
N -2.64 3.09 0.93
O 3.12 -0.07 0.90
H -0.04 -0.02 -0.01
H -0.17 0.13 0.02
O 0.94 -0.11 -0.46
H -0.10 0.22 0.00
C -0.18 -0.75 0.57
H 0.18 -0.05 -0.01
O -5.07 -2.40 1.54
B -1.17 -1.78 -0.32
O -0.90 1.89 -2.87
O -0.48 -0.43 -0.10
C 0.18 1.12 -0.05
O 0.07 -1.08 0.13
H -0.09 0.00 0.02
C 2.25 -2.18 -0.76
H 0.10 0.01 0.01
O -0.18 0.23 -0.70
H 0.08 0.12 0.18
C 0.86 0.40 0.26
H 0.00 0.02 0.05
C 0.51 0.38 -0.50
O 0.15 0.05 0.79
O -0.65 -0.32 -0.34
H -0.11 0.32 -0.08
H -0.02 0.01 0.03
O -0.20 0.40 0.13
C 0.30 -0.71 -0.53
H -0.03 0.19 0.04
F 1.23 1.64 -2.83
C -0.24 -0.29 -0.18
C -0.57 1.03 -0.08
H 0.16 0.15 0.08
H 0.15 -0.18 -0.01
O -0.86 -0.20 0.34
C -4.82 1.24 1.61

For the HOMO energy, the calculation gives -11.58 eV. The charge is +1. As for the calculated total energy: -4078.926658 hartree. The orbital gap comes out at 7.4 eV. The calculation puts the energy above the lowest of the compared OMol25 structures with the same formula, charge and spin at 54.2 kcal/mol.